# 1
Entry from the OMol25 dataset: a single C26H31N5O2 molecule (ωB97M-V/def2-TZVPD).

Structure (ORCA input):
```
! wB97M-V def2-TZVPD RIJCOSX def2/J DEFGRID3
* xyz 0 1
C 2.57 1.62 -1.44
N 2.52 0.59 -0.43
C 3.27 -0.61 -0.77
C 4.74 -0.39 -0.62
N 5.48 0.21 -1.53
C 6.73 0.26 -1.02
C 6.74 -0.30 0.22
N 5.46 -0.71 0.47
C 5.02 -1.39 1.66
C 1.98 0.69 0.81
O 2.10 -0.22 1.62
C 1.19 1.94 1.14
C -0.14 2.04 0.35
C -0.32 3.46 -0.18
O 0.62 4.20 -0.39
N -1.58 3.79 -0.52
C -2.72 2.98 -0.16
C -2.42 2.35 1.20
N -1.23 1.54 1.17
C -1.37 0.11 1.18
C -1.95 -0.54 -0.10
C -1.47 -1.97 -0.18
C -0.18 -2.20 -0.66
C 0.33 -3.48 -0.72
C -0.43 -4.56 -0.30
C -1.72 -4.34 0.17
C -2.23 -3.05 0.23
C -3.45 -0.43 -0.23
C -4.32 -0.65 0.84
C -5.69 -0.55 0.68
C -6.22 -0.22 -0.56
C -5.37 0.00 -1.63
C -4.00 -0.11 -1.46
H 3.60 1.72 -1.78
H 1.95 1.33 -2.30
H 2.22 2.58 -1.07
H 3.05 -0.86 -1.81
H 2.93 -1.42 -0.11
H 7.53 0.71 -1.57
H 7.53 -0.45 0.93
H 4.00 -1.07 1.91
H 5.03 -2.47 1.52
H 5.68 -1.13 2.49
H 1.79 2.83 0.94
H 0.96 1.90 2.20
H -0.05 1.44 -0.57
H -1.72 4.71 -0.91
H -2.90 2.20 -0.91
H -3.61 3.61 -0.11
H -2.28 3.16 1.92
H -3.26 1.74 1.53
H -0.37 -0.31 1.36
H -1.98 -0.15 2.05
H -1.51 -0.01 -0.96
H 0.42 -1.37 -0.99
H 1.33 -3.65 -1.09
H -0.03 -5.56 -0.34
H -2.32 -5.17 0.50
H -3.24 -2.90 0.59
H -3.92 -0.91 1.81
H -6.34 -0.73 1.52
H -7.29 -0.14 -0.68
H -5.78 0.25 -2.60
H -3.35 0.05 -2.31
*
```

Calculated values
E_tot = -39011.78502 eV
Kohn-Sham gap = 9.00 eV
SMILES = CN(Cc1nccn1C)C(=O)C[C@@H]1C(=O)NCCN1CC(c1ccccc1)c1ccccc1

# 2
Entry from the OMol25 dataset: a molecular structure, C26H31N6Pb (ωB97M-V/def2-TZVPD).

Structure (ORCA input):
```
! wB97M-V def2-TZVPD RIJCOSX def2/J DEFGRID3
* xyz 1 1
Pb 0.66 -0.26 0.38
C -0.02 -3.01 2.41
N -0.75 -1.78 2.09
C -2.08 -2.10 1.56
C -0.85 -0.83 3.17
C -0.77 -1.20 4.51
C -0.85 -0.25 5.52
C -1.02 1.08 5.18
C -1.09 1.47 3.85
C -1.02 0.53 2.82
N -0.95 0.85 1.46
C -1.56 1.98 0.93
C -2.72 2.55 1.47
C -3.32 3.65 0.88
C -2.79 4.21 -0.27
C -1.66 3.64 -0.83
C -1.06 2.54 -0.25
N 0.12 1.93 -0.86
C -0.07 1.65 -2.29
C 1.31 2.78 -0.65
H -0.56 -3.66 3.10
H 0.94 -2.76 2.86
H 0.16 -3.56 1.49
H -2.71 -2.57 2.32
H -1.98 -2.80 0.73
H -2.56 -1.19 1.21
H -0.65 -2.25 4.77
H -0.79 -0.55 6.55
H -1.08 1.83 5.95
H -1.19 2.52 3.60
H -3.17 2.11 2.36
H -4.22 4.06 1.32
H -3.25 5.08 -0.73
H -1.24 4.07 -1.74
H -0.19 2.57 -2.87
H -0.95 1.03 -2.42
H 0.80 1.11 -2.67
H 1.21 3.74 -1.17
H 2.20 2.27 -1.04
H 1.44 2.97 0.41
C 4.43 0.06 -3.36
C 3.93 -0.53 -4.50
C 2.74 -1.23 -4.42
C 2.08 -1.33 -3.20
N 2.56 -0.74 -2.10
C 3.71 -0.07 -2.19
C 0.80 -2.08 -3.08
C 0.54 -3.16 -3.92
C -0.67 -3.82 -3.83
C -1.60 -3.38 -2.91
C -1.26 -2.31 -2.10
N -0.08 -1.68 -2.16
H 5.36 0.62 -3.37
H 4.45 -0.44 -5.45
H 2.31 -1.68 -5.31
H 4.06 0.38 -1.27
H 1.29 -3.50 -4.63
H -0.89 -4.67 -4.47
H -2.57 -3.85 -2.81
H -1.96 -1.92 -1.37
N 2.14 0.40 2.59
H 2.92 -0.21 2.81
H 1.48 0.35 3.36
H 2.51 1.35 2.58
*
```

Calculated values
E_tot = -41649.29290 eV
Kohn-Sham gap = 7.02 eV

# 3
Entry from the OMol25 dataset: a single C26H31NO2 molecule (ωB97M-V/def2-TZVPD).

Structure (ORCA input):
```
! wB97M-V def2-TZVPD RIJCOSX def2/J DEFGRID3
* xyz 0 1
C 4.49 2.23 -1.84
C 5.09 0.87 -1.48
O 4.02 0.05 -1.04
C 4.30 -1.06 -0.31
C 5.53 -1.70 -0.29
C 5.69 -2.89 0.40
C 4.63 -3.46 1.08
C 3.40 -2.82 1.08
C 3.23 -1.61 0.41
N 1.99 -0.96 0.44
C 1.82 0.36 0.74
O 2.74 1.08 1.07
C 0.40 0.92 0.60
C 0.08 1.69 1.88
C -1.28 2.38 1.73
C -1.23 3.35 0.55
C -0.92 2.58 -0.72
C 0.44 1.89 -0.58
C -2.00 1.53 -0.97
C -2.07 0.55 0.21
C -3.18 -0.46 -0.03
C -4.49 0.00 -0.19
C -5.54 -0.87 -0.41
C -5.32 -2.24 -0.49
C -6.47 -3.18 -0.74
C -4.03 -2.70 -0.34
C -2.98 -1.83 -0.12
C -2.36 1.33 1.50
C -0.69 -0.13 0.35
H 3.99 2.63 -0.97
H 3.76 2.11 -2.64
H 5.27 2.91 -2.16
H 5.57 0.42 -2.36
H 5.83 0.99 -0.68
H 6.37 -1.28 -0.83
H 6.66 -3.37 0.41
H 4.75 -4.39 1.60
H 2.57 -3.24 1.62
H 1.17 -1.55 0.41
H 0.86 2.43 2.06
H 0.06 1.01 2.73
H -1.50 2.93 2.65
H -0.47 4.11 0.73
H -2.20 3.86 0.45
H -0.88 3.27 -1.57
H 1.22 2.63 -0.41
H 0.69 1.35 -1.50
H -2.96 2.02 -1.11
H -1.78 0.97 -1.89
H -4.71 1.05 -0.13
H -6.54 -0.48 -0.52
H -6.16 -4.21 -0.59
H -6.82 -3.07 -1.76
H -7.30 -2.96 -0.07
H -3.82 -3.76 -0.39
H -1.99 -2.25 -0.01
H -2.40 0.64 2.34
H -3.33 1.82 1.43
H -0.73 -0.83 1.19
H -0.48 -0.67 -0.57
*
```

Calculated values
E_tot = -33052.18767 eV
Kohn-Sham gap = 8.89 eV
SMILES = CCOc1ccccc1NC(=O)[C@@]12C[C@H]3C[C@@H](C1)C[C@](c1ccc(C)cc1)(C3)C2

# 4
Entry from the OMol25 dataset: a gas-phase ion, C26H31OSi (charge +1) in a non-equilibrium geometry (ωB97M-V/def2-TZVPD).

Structure (ORCA input):
```
! wB97M-V def2-TZVPD RIJCOSX def2/J DEFGRID3
* xyz 1 1
C 2.08 1.39 2.86
Si 0.53 2.21 2.19
C -0.33 3.15 3.55
C 0.96 3.42 0.82
C -0.53 0.82 1.27
C -0.10 -0.56 0.88
O -1.46 1.31 0.40
C -2.33 2.40 0.53
C -2.46 3.24 -0.58
C -3.04 4.48 -0.38
C -3.65 4.79 0.83
C -3.67 3.86 1.87
C -3.03 2.62 1.71
H 2.83 2.15 3.09
H 1.85 0.86 3.79
H 2.52 0.68 2.16
H 0.32 3.96 3.91
H -1.27 3.60 3.21
H -0.55 2.49 4.39
H 1.94 3.89 1.01
H 1.01 2.95 -0.16
H 0.23 4.24 0.76
H -1.06 -1.10 0.79
H 0.49 -0.86 1.78
H -2.00 2.92 -1.50
H -3.00 5.21 -1.19
H -4.10 5.78 0.99
H -4.16 4.06 2.82
H -2.97 1.87 2.49
C 2.67 -6.90 0.76
C 2.22 -5.49 0.43
C 2.38 -4.49 1.39
C 2.01 -3.18 1.12
C 1.42 -2.81 -0.07
C 0.89 -1.28 -0.10
C 0.37 -0.99 -1.52
C 0.64 0.29 -2.00
C 0.04 0.73 -3.17
C -0.77 -0.11 -3.92
C -1.32 0.37 -5.23
C -0.99 -1.41 -3.47
C -0.48 -1.83 -2.24
C 1.46 -3.78 -1.11
C 1.78 -5.12 -0.83
H 2.24 -7.63 0.05
H 3.77 -7.00 0.72
H 2.38 -7.15 1.80
H 2.75 -4.81 2.36
H 2.12 -2.46 1.92
H 1.86 -0.67 0.08
H 1.28 0.96 -1.42
H 0.17 1.76 -3.49
H -1.64 -0.48 -5.83
H -2.17 1.05 -5.09
H -0.55 0.91 -5.79
H -1.62 -2.06 -4.05
H -0.80 -2.79 -1.84
H 1.17 -3.58 -2.14
H 1.69 -5.90 -1.59
*
```

Calculated values
E_tot = -37381.87699 eV
Kohn-Sham gap = 6.09 eV

Look up the E_tot of the first one. -39011.78502 eV